{
  "formula": "C9H34N4O8",
  "method": "ωB97M-V with the def2-TZVPD basis set",
  "symbols": ["N", "C", "N", "O", "H", "H", "H", "H", "N", "C", "N", "O", "H", "H", "H", "H", "C", "C", "O", "H", "H", "H", "H", "H", "H", "C", "O", "H", "H", "H", "H", "C", "O", "H", "H", "H", "H", "C", "O", "H", "H", "H", "H", "C", "O", "H", "H", "H", "H", "C", "O", "H", "H", "H", "H"],
  "coordinates": [[0.08076, -1.10289, 3.69379], [0.52682, -2.19953, 3.19734], [0.88694, -2.08626, 1.90689], [0.56327, -3.40824, 3.93666], [-0.55504, -1.07275, 4.52801], [0.30946, -0.22375, 3.25558], [1.50231, -2.81922, 1.49725], [0.99854, -1.16137, 1.47278], [-1.48595, -2.84055, 0.93234], [-1.54353, -2.53471, -0.26677], [-2.70781, -2.73513, -0.83197], [-0.38080, -2.23400, -1.02290], [-0.55717, -2.53067, 1.36639], [-2.32366, -2.91666, 1.50674], [-2.81515, -2.32687, -1.73823], [-3.51727, -2.94426, -0.23166], [-1.68615, 0.96674, -0.94505], [-0.20321, 1.28730, -0.90582], [0.47449, 0.24554, -0.15553], [-2.00877, 0.00110, -1.34955], [-2.24970, 1.76178, -1.49819], [-2.02166, 0.96215, 0.05566], [-0.10988, 2.29811, -0.48402], [0.23418, 1.45837, -1.88563], [0.17445, -0.56873, -0.55158], [-3.39502, -0.65974, 2.26329], [-2.77050, -1.59843, 3.09095], [-2.58271, -0.15039, 1.78762], [-4.01202, 0.02127, 2.90294], [-4.02755, -1.04390, 1.45920], [-1.84882, -1.36350, 3.25061], [2.77525, -0.40298, -2.68917], [2.57995, 0.97825, -2.60315], [3.57484, -0.61645, -1.98993], [2.98644, -0.59624, -3.72673], [1.92856, -1.01331, -2.33426], [3.34860, 1.44637, -2.94593], [0.44724, 2.70522, 2.37920], [0.40201, 1.33136, 2.39558], [1.30616, 3.07362, 1.87292], [0.58149, 2.95913, 3.43297], [-0.51215, 3.03047, 1.95238], [0.52446, 1.01783, 1.47205], [3.24049, 2.87355, -0.19003], [3.57421, 3.84674, 0.75417], [4.03491, 2.13746, -0.40967], [2.83208, 3.25524, -1.11453], [2.54386, 2.21065, 0.26505], [4.45826, 4.12710, 0.52504], [-0.64354, 0.10494, -4.27830], [-1.05185, -1.03003, -4.98365], [-0.37021, -0.16097, -3.21349], [-1.32252, 0.91960, -4.33709], [0.31651, 0.45767, -4.71150], [-0.50393, -1.13606, -5.75904]],
  "atomic_forces_ev_per_a": [[-2.6, 2.7, 2.9], [1.3, -8.4, 4.1], [2.4, -0.9, -1.6], [-0.3, 6.4, -4.5], [1.7, -0.4, -0.9], [-0.2, 0.6, 0.0], [-0.8, 0.8, 0.7], [-0.1, -0.5, 0.3], [1.9, -0.2, 6.1], [5.4, 0.8, -6.9], [-2.3, 0.3, -1.4], [-4.9, -0.4, 3.1], [-1.5, -1.0, -0.3], [0.6, 0.0, 0.0], [-0.4, -0.2, -0.4], [0.7, 0.3, -0.9], [-0.5, 0.8, -1.3], [-0.5, -0.2, -0.3], [0.4, 2.5, 0.1], [0.6, 0.1, -0.3], [0.4, -0.6, 0.4], [-0.6, 0.2, 1.3], [0.3, -0.5, 0.8], [0.2, -0.7, -0.2], [-0.4, -1.8, -0.5], [-0.1, 1.3, 0.8], [-0.6, -1.4, 0.6], [0.1, 1.0, -0.5], [0.4, -0.3, -0.8], [0.0, -0.6, 0.3], [-0.2, 0.1, -0.3], [0.3, -0.3, 0.5], [-1.1, 1.5, 0.3], [0.6, -0.7, -0.3], [0.4, -1.0, -0.3], [-0.1, 0.7, -0.3], [-0.1, -0.3, 0.0], [-0.8, 0.7, 1.2], [0.5, -2.4, -1.0], [0.6, 0.5, -0.7], [-0.4, 0.7, -0.1], [0.4, 0.8, 0.2], [-0.2, -0.2, 0.4], [0.3, -1.4, -0.2], [0.4, 0.3, 0.1], [0.3, 0.7, -0.1], [-0.1, 0.3, -0.3], [-1.1, -0.3, 0.3], [0.3, 0.4, 0.2], [2.8, -0.4, 0.8], [-0.8, -0.6, -0.1], [-0.7, 0.2, -1.1], [-0.9, 0.6, 0.1], [-0.4, 0.1, 0.3], [0.0, 0.0, -0.1]],
  "e_lumo_ev": 0.418,
  "homo_ha": -0.3419,
  "smiles": "NC(N)=O.NC(N)=O.CCO.CO.CO.CO.CO.CO",
  "relative_energy_ev": 0.000,
  "orbital_gap_ev": 9.72
}